# 1
{"formula": "C36H37Cl4GeKN5O2S5", "method": "the ωB97M-V functional and the def2-TZVPD basis", "symbols": ["K", "C", "N", "C", "C", "C", "C", "C", "N", "C", "C", "C", "C", "C", "C", "H", "H", "H", "H", "H", "H", "H", "H", "H", "H", "H", "N", "N", "C", "N", "S", "H", "H", "H", "H", "H", "C", "S", "C", "H", "H", "H", "H", "H", "H", "O", "C", "C", "C", "C", "C", "S", "C", "C", "C", "C", "S", "C", "C", "C", "C", "S", "H", "H", "H", "H", "H", "H", "H", "H", "H", "O", "C", "Cl", "Ge", "Cl", "Cl", "Cl", "C", "C", "C", "C", "C", "C", "C", "H", "H", "H", "H", "H", "H"], "positions_angstrom": [[-0.54, -1.40, -0.75], [-1.88, 1.43, 1.40], [-1.50, 0.03, 1.28], [-2.27, -0.81, 1.85], [-2.13, -2.24, 1.91], [-3.01, -3.06, 2.64], [-2.66, -4.38, 2.33], [-1.60, -4.27, 1.41], [-1.27, -3.00, 1.15], [-1.28, 2.11, 2.61], [-0.02, 1.74, 3.09], [0.54, 2.38, 4.18], [-0.14, 3.41, 4.82], [-1.39, 3.79, 4.35], [-1.95, 3.14, 3.26], [-2.97, 1.56, 1.41], [-1.51, 1.95, 0.51], [-3.16, -0.46, 2.40], [-3.79, -2.73, 3.31], [-3.11, -5.29, 2.70], [-1.07, -5.09, 0.93], [0.50, 0.93, 2.60], [1.52, 2.06, 4.54], [0.30, 3.91, 5.67], [-1.93, 4.58, 4.85], [-2.94, 3.43, 2.91], [1.76, -0.69, 0.65], [2.60, 0.26, 0.07], [3.41, -0.06, -0.97], [3.92, 1.05, -1.60], [3.85, -1.60, -1.41], [0.79, -0.37, 0.61], [1.99, -0.77, 1.63], [2.31, 1.22, 0.14], [3.32, 1.87, -1.61], [4.32, 0.83, -2.49], [-4.73, -2.39, -3.29], [-3.50, -1.72, -2.18], [-2.24, -1.40, -3.45], [-5.16, -1.62, -3.93], [-5.53, -2.85, -2.70], [-4.29, -3.17, -3.92], [-1.89, -2.34, -3.86], [-1.41, -0.87, -2.99], [-2.64, -0.76, -4.23], [-0.07, 0.82, -1.54], [-0.09, 1.92, -2.31], [0.06, 3.22, -1.51], [-0.43, 4.48, -1.73], [-0.03, 5.41, -0.73], [0.74, 4.85, 0.24], [0.98, 3.18, -0.07], [1.08, 1.86, -3.32], [1.54, 0.71, -3.90], [2.64, 0.93, -4.77], [3.01, 2.24, -4.83], [2.01, 3.21, -3.83], [-1.39, 2.05, -3.12], [-1.60, 2.20, -4.46], [-2.98, 2.23, -4.80], [-3.79, 2.11, -3.71], [-2.88, 1.94, -2.28], [-1.06, 4.71, -2.57], [-0.32, 6.45, -0.72], [1.16, 5.31, 1.12], [1.11, -0.26, -3.69], [3.14, 0.14, -5.31], [3.81, 2.68, -5.40], [-0.78, 2.27, -5.17], [-3.35, 2.33, -5.81], [-4.86, 2.09, -3.69], [-0.83, -1.41, 4.95], [-0.34, -1.65, 3.96], [1.25, -6.27, -1.80], [-0.17, -4.50, -2.05], [0.47, -3.90, -4.21], [-2.02, -5.68, -2.70], [4.56, -0.36, 6.07], [3.96, -1.38, 4.78], [2.97, -2.31, 5.06], [2.49, -3.11, 4.04], [2.99, -3.00, 2.72], [2.49, -3.77, 1.66], [4.01, -2.04, 2.49], [4.49, -1.24, 3.50], [2.57, -2.39, 6.06], [1.70, -3.83, 4.24], [1.68, -4.47, 1.82], [2.85, -3.65, 0.65], [4.39, -1.93, 1.48], [5.25, -0.50, 3.31]], "mulliken_charge": [1.21, -1.64, 0.98, -0.33, -0.19, -1.02, -0.96, -0.75, 0.46, 0.92, 0.42, -1.10, -0.52, -0.58, -0.52, 0.46, -0.45, 0.17, 0.43, 0.41, 0.51, 0.41, 0.52, 0.39, 0.37, 0.37, 0.49, -0.12, 0.49, -0.48, -0.39, -0.31, -0.32, -0.08, 0.23, 0.28, -1.06, 0.25, -0.13, 0.28, 0.32, 0.28, 0.41, -0.81, 0.36, 0.01, 2.58, -1.07, -0.09, -0.88, -0.67, 0.24, -0.69, -0.62, -0.79, -0.52, -0.20, -0.31, -0.65, -0.81, -0.56, 0.11, 0.55, 0.38, 0.48, 0.61, 0.38, 0.43, 0.53, 0.35, 0.45, -0.32, 0.28, -0.52, 0.64, -0.54, -0.47, -0.28, 0.34, -0.48, -0.65, 1.41, -1.34, -0.40, -0.62, 0.43, 0.39, 0.20, 0.26, 0.34, 0.44], "fmax_ev_per_a": 1.04, "total_energy_ev": -226590.1018, "spin_multiplicity": 2, "e_homo_ev": [-2.476, -2.476], "homo_lumo_gap_ev": [6.1, 6.1], "charge": -2}


# 2
{"formula": "C36H37ClN5O5STc", "method": "the ωB97M-V functional and the def2-TZVPD basis", "symbols": ["Tc", "O", "C", "O", "C", "C", "Cl", "N", "N", "C", "C", "O", "O", "C", "C", "C", "C", "C", "C", "H", "H", "H", "H", "H", "H", "C", "C", "C", "C", "C", "C", "N", "C", "C", "C", "C", "C", "C", "H", "H", "H", "H", "H", "H", "H", "H", "H", "H", "C", "N", "C", "C", "S", "N", "C", "C", "H", "H", "H", "H", "H", "H", "H", "H", "H", "H", "H", "H", "C", "O", "H", "H", "H", "H", "C", "C", "C", "C", "C", "C", "C", "H", "H", "H", "H", "H"], "positions_angstrom": [[-0.65, -0.09, -0.71], [-1.25, 4.24, -5.96], [-1.62, 3.22, -5.17], [-2.41, 2.40, -5.52], [-1.02, 3.14, -3.81], [-0.50, 4.09, -2.95], [-0.33, 5.76, -3.21], [-0.23, 3.50, -1.76], [-0.58, 2.20, -1.80], [-1.04, 1.98, -3.02], [-1.34, 0.55, -3.31], [-0.95, -0.05, -4.27], [-1.95, -0.04, -2.25], [0.30, 4.08, -0.56], [1.39, 4.93, -0.62], [1.86, 5.49, 0.56], [1.27, 5.18, 1.77], [0.19, 4.31, 1.81], [-0.31, 3.76, 0.64], [-0.61, 4.82, -5.54], [1.87, 5.15, -1.56], [2.71, 6.17, 0.52], [1.65, 5.62, 2.69], [-0.28, 4.07, 2.76], [-1.17, 3.11, 0.64], [4.08, 2.62, -1.25], [3.32, 1.82, -2.08], [2.25, 1.10, -1.56], [1.94, 1.20, -0.20], [2.70, 2.03, 0.63], [3.77, 2.73, 0.10], [0.84, 0.46, 0.34], [0.96, 0.18, 1.75], [-0.04, 0.60, 2.61], [0.05, 0.32, 3.97], [1.13, -0.41, 4.45], [2.13, -0.83, 3.58], [2.06, -0.53, 2.23], [4.92, 3.17, -1.66], [3.56, 1.73, -3.13], [1.70, 0.45, -2.22], [2.45, 2.14, 1.67], [4.36, 3.37, 0.75], [-0.87, 1.18, 2.22], [-0.72, 0.67, 4.64], [1.21, -0.63, 5.51], [2.98, -1.38, 3.96], [2.85, -0.82, 1.56], [2.65, -3.17, -0.48], [1.42, -3.91, -0.76], [1.62, -5.37, -0.86], [0.31, -3.31, -1.17], [0.46, -1.74, -1.95], [-0.88, -3.91, -1.10], [-1.20, -4.95, -0.12], [-1.99, -3.59, -2.01], [3.21, -3.72, 0.28], [2.42, -2.18, -0.10], [3.27, -3.07, -1.38], [2.58, -5.53, -1.36], [0.85, -5.81, -1.47], [1.65, -5.84, 0.12], [-0.47, -4.96, 0.68], [-1.26, -5.94, -0.58], [-2.18, -4.71, 0.30], [-1.74, -2.76, -2.66], [-2.87, -3.34, -1.42], [-2.21, -4.47, -2.62], [-3.36, 1.41, 1.07], [-2.51, 1.22, -0.08], [-3.78, 0.46, 1.42], [-4.16, 2.10, 0.83], [-2.75, 1.84, 1.86], [-3.03, 1.00, -0.87], [-1.24, -1.15, 0.43], [-1.82, -2.04, 1.38], [-1.05, -2.56, 2.42], [-1.63, -3.43, 3.32], [-2.98, -3.76, 3.20], [-3.75, -3.23, 2.16], [-3.18, -2.37, 1.25], [0.00, -2.28, 2.52], [-1.05, -3.84, 4.13], [-3.44, -4.43, 3.91], [-4.80, -3.49, 2.08], [-3.76, -1.95, 0.44]], "mulliken_charge": [-0.73, -0.44, 0.35, -0.49, -0.01, 0.47, -0.17, -0.47, 1.20, 0.66, -0.25, -0.49, -0.63, 0.11, -0.39, -0.91, -0.69, -0.59, -0.38, 0.29, 0.53, 0.46, 0.44, 0.45, 0.66, -0.85, -1.06, -0.77, 1.06, -0.35, -0.81, 1.78, -1.39, 0.52, -0.99, -0.73, -1.05, 0.00, 0.47, 0.55, 0.35, 0.61, 0.48, 0.09, 0.51, 0.49, 0.48, 0.49, -0.58, 0.14, -1.19, 0.45, -0.22, 0.18, -1.35, -0.93, 0.45, -0.25, 0.39, 0.42, 0.40, 0.38, 0.42, 0.42, 0.40, 0.36, 0.27, 0.39, -0.72, -0.23, 0.22, 0.35, 0.30, 0.29, 0.75, 2.12, 0.04, -1.14, -0.59, -1.07, -0.40, 0.65, 0.50, 0.48, 0.47, 0.59], "fmax_ev_per_a": 1.33, "total_energy_ev": -81162.0626, "spin_multiplicity": 1, "e_homo_ev": [-13.888, -13.888], "homo_lumo_gap_ev": [6.5, 6.5], "charge": 2}


# 3
{"formula": "C36H37F12N4O11PS7SiW", "method": "the ωB97M-V functional and the def2-TZVPD basis", "symbols": ["W", "F", "C", "F", "F", "S", "O", "O", "N", "S", "O", "O", "C", "F", "F", "F", "O", "C", "C", "C", "C", "C", "C", "C", "O", "N", "N", "C", "S", "C", "C", "S", "H", "H", "H", "H", "H", "H", "H", "H", "H", "F", "C", "F", "F", "S", "O", "O", "N", "S", "O", "O", "C", "F", "F", "F", "C", "P", "C", "C", "C", "C", "C", "C", "C", "H", "H", "H", "H", "H", "H", "H", "H", "H", "H", "H", "C", "S", "C", "O", "H", "H", "H", "H", "H", "H", "C", "C", "C", "C", "C", "C", "Si", "C", "C", "C", "C", "C", "C", "H", "H", "H", "H", "H", "H", "H", "H", "H", "H", "H"], "positions_angstrom": [[-0.02, -0.59, 0.34], [-3.68, 1.34, 2.53], [-2.61, 1.74, 3.20], [-2.37, 0.89, 4.19], [-2.85, 2.94, 3.71], [-1.15, 1.80, 2.06], [-0.66, 0.34, 2.14], [-1.75, 2.13, 0.81], [-0.15, 2.77, 2.70], [1.34, 2.08, 3.02], [1.13, 1.05, 0.52], [2.36, 3.13, 2.78], [1.14, 2.22, 4.92], [1.12, 0.94, 5.37], [0.02, 2.80, 5.33], [2.17, 2.83, 5.48], [-3.94, -0.53, -3.53], [-3.59, 0.77, -3.39], [-4.16, 1.76, -4.17], [-3.78, 3.09, -4.02], [-2.80, 3.43, -3.11], [-2.22, 2.45, -2.33], [-2.60, 1.11, -2.45], [-1.94, 0.13, -1.59], [-0.81, 0.50, -0.97], [-2.34, -1.08, -1.44], [-1.50, -1.80, -0.60], [-1.65, -3.09, -0.73], [-0.37, -4.20, -0.32], [-1.49, -5.61, -0.40], [-2.36, -5.46, -1.64], [-2.77, -3.69, -1.90], [-4.65, -0.60, -4.18], [-4.92, 1.49, -4.90], [-4.25, 3.84, -4.63], [-2.49, 4.46, -2.99], [-1.47, 2.71, -1.60], [-2.10, -5.60, 0.50], [-0.89, -6.52, -0.44], [-3.30, -5.99, -1.51], [-1.86, -5.80, -2.54], [-1.02, -3.30, 4.64], [-1.49, -2.15, 4.20], [-2.59, -1.82, 4.84], [-0.56, -1.22, 4.39], [-1.78, -2.31, 2.35], [-0.36, -2.15, 1.84], [-2.63, -1.25, 1.91], [-2.28, -3.73, 2.04], [-3.65, -4.39, 2.57], [-3.80, -5.65, 1.90], [-3.76, -4.30, 3.99], [-5.01, -3.29, 1.92], [-5.14, -2.24, 2.73], [-4.74, -2.88, 0.69], [-6.15, -3.97, 1.92], [3.45, -0.29, 2.68], [2.42, -1.32, 1.57], [3.72, -1.67, 0.33], [2.42, -2.89, 2.52], [2.51, -4.12, 1.87], [2.56, -5.30, 2.59], [2.51, -5.28, 3.97], [2.39, -4.06, 4.63], [2.34, -2.88, 3.91], [2.96, -0.07, 3.62], [3.67, 0.65, 2.17], [4.39, -0.81, 2.87], [4.60, -2.05, 0.85], [3.96, -0.75, -0.19], [3.36, -2.40, -0.39], [2.55, -4.15, 0.78], [2.64, -6.24, 2.06], [2.58, -6.20, 4.54], [2.34, -4.03, 5.71], [2.24, -1.94, 4.45], [1.50, -3.20, -3.33], [0.45, -1.74, -3.19], [1.35, -0.75, -4.40], [1.10, -1.41, -0.64], [1.44, -3.60, -4.34], [1.14, -3.94, -2.62], [2.52, -2.93, -3.08], [1.38, -1.25, -5.36], [2.36, -0.58, -4.03], [0.83, 0.21, -4.50], [6.37, 1.64, -1.07], [5.77, 2.18, 0.06], [4.39, 2.26, 0.14], [3.57, 1.79, -0.89], [4.20, 1.29, -2.04], [5.58, 1.21, -2.13], [1.70, 1.85, -0.82], [1.13, 3.61, -1.03], [0.91, 4.08, -2.33], [0.52, 5.39, -2.57], [0.33, 6.26, -1.51], [0.55, 5.82, -0.21], [0.95, 4.51, 0.03], [7.45, 1.58, -1.14], [6.38, 2.55, 0.87], [3.93, 2.70, 1.02], [3.59, 0.96, -2.87], [6.04, 0.81, -3.03], [1.31, 1.11, -2.04], [1.06, 3.41, -3.17], [0.36, 5.73, -3.59], [0.01, 7.28, -1.69], [0.42, 6.49, 0.62], [1.13, 4.19, 1.04]], "mulliken_charge": [1.25, -0.21, 0.40, -0.23, -0.22, 1.29, -1.41, -0.67, -0.65, 1.22, 0.77, -0.89, 0.35, -0.20, -0.19, -0.24, -0.42, 0.90, -0.97, -0.64, -1.32, 0.00, 0.11, 0.25, -0.39, -1.09, 0.94, 0.44, 0.06, -0.39, -0.73, -0.07, 0.33, 0.31, 0.41, 0.48, 0.37, -0.17, 0.60, 0.45, 0.41, -0.20, 0.20, -0.19, -0.02, 0.97, -1.03, -0.66, 0.13, 1.02, -0.71, -0.63, 0.72, -0.17, -0.18, -0.24, -1.63, 2.65, -1.22, 0.27, -0.75, -0.82, -0.59, -0.76, -0.49, 0.36, 0.07, 0.62, 0.57, 0.08, 0.19, 0.29, 0.46, 0.40, 0.46, 0.22, -0.85, 0.64, -1.05, -0.26, 0.45, 0.13, 0.19, 0.50, 0.17, 0.22, -0.58, -0.83, 0.03, 0.37, -0.35, -0.63, 0.34, 0.88, -0.31, -0.82, -0.54, -0.96, 0.27, 0.40, 0.45, 0.60, 0.21, 0.43, -0.75, 0.32, 0.45, 0.39, 0.45, 0.37], "fmax_ev_per_a": 5.25, "total_energy_ev": -193864.6018, "spin_multiplicity": 1, "e_homo_ev": -8.391, "homo_lumo_gap_ev": 7.0, "charge": 0, "de_lowest_kj_mol": 0.0}